[1]
# C17H15CuFN2O7

C17H15CuFN2O7 as an isolated structure at a distorted geometry (ωB97M-V/def2-TZVPD, the Open Molecules 2025 dataset).

- LUMO level (Ha) = 0.08383
- total charge = -1
- Kohn-Sham gap (eV) = 6.099
- HOMO energy (eV) = -3.8
- multiplicity = 1

Positions of all 43 atoms, in Å:
Cu (-0.31680, 0.37974, 0.76449)
C (0.87916, 1.19628, -3.21988)
C (0.71603, 1.08627, -1.83063)
C (0.91474, 2.38241, -0.91271)
O (0.59622, 2.39493, 0.30237)
C (1.49872, 3.49053, -1.54427)
C (1.89882, 3.51602, -2.85314)
C (1.51049, 2.34142, -3.74426)
O (1.67854, 2.36707, -4.98441)
O (2.63245, 4.42772, -3.29920)
O (0.42394, -0.01108, -1.24379)
H (0.63143, 0.35956, -3.85369)
H (1.73298, 4.25568, -0.81168)
C (-0.26791, -3.07223, -2.01978)
C (0.43272, -2.92280, -0.67360)
O (0.52928, -4.27694, -0.26628)
C (0.79425, -4.98291, -1.41148)
O (1.37370, -6.01565, -1.40061)
O (0.24940, -4.35690, -2.46413)
F (-0.38997, -2.21430, 0.14461)
H (-0.09739, -2.27777, -2.73835)
H (-1.33743, -3.12532, -1.81799)
H (1.40917, -2.44130, -0.68249)
N (0.34280, 0.13445, 3.94318)
C (0.72403, -1.07112, 3.36788)
C (1.67563, -0.78522, 2.41429)
C (1.84858, 0.61090, 2.36483)
C (1.14749, 1.11397, 3.43410)
H (-0.32842, 0.25137, 4.67550)
H (0.30046, -1.97831, 3.76483)
H (2.15797, -1.49416, 1.75961)
H (2.52587, 1.21095, 1.78175)
H (1.10875, 2.11796, 3.82742)
N (-2.95759, 1.73963, 0.34235)
C (-2.88644, 1.60507, 1.70356)
C (-2.87399, 0.25530, 1.99533)
C (-2.93033, -0.45658, 0.75847)
C (-2.95687, 0.49313, -0.22711)
H (-2.83488, 2.60140, -0.15849)
H (-2.95031, 2.40481, 2.42101)
H (-2.84570, -0.13532, 2.99961)
H (-2.91139, -1.53045, 0.68927)
H (-2.84821, 0.41175, -1.29650)

---

[2]
# C17H15F5N6O8PPt

C17H15F5N6O8PPt as an isolated structure at a distorted geometry (ωB97M-V/def2-TZVPD, the Open Molecules 2025 dataset).

- LUMO level (Ha) = 0.07818
- energy relative to the best compared isomer or geometry (same formula, charge and spin) (eV) = 0.924
- total charge = -1
- Kohn-Sham gap (eV) = 7.606
- HOMO energy (eV) = -5.5
- multiplicity = 1

Positions of all 53 atoms, in Å:
Pt (-1.02476, -0.34295, -0.01745)
O (-7.23376, 2.79594, 0.32399)
C (-6.18126, 3.45261, 0.23960)
O (-5.97592, 4.67629, 0.14335)
C (-4.88984, 2.59062, 0.25891)
C (-3.64617, 3.17161, 0.44942)
C (-2.50583, 2.38876, 0.45074)
N (-2.56494, 1.07341, 0.24023)
C (-3.76874, 0.49399, 0.05499)
C (-4.94171, 1.20964, 0.07560)
C (-3.72094, -0.98066, -0.23963)
O (-4.65141, -1.73111, -0.07458)
O (-2.56387, -1.36188, -0.76938)
H (-3.59498, 4.24436, 0.57824)
H (-1.51412, 2.78723, 0.61175)
H (-5.89945, 0.72126, -0.03901)
F (4.71029, 3.12479, -2.26714)
C (3.58916, 2.68357, -1.67352)
C (2.76613, 1.76860, -2.29789)
F (3.08698, 1.31455, -3.51565)
C (1.62015, 1.31102, -1.67424)
F (0.86698, 0.42067, -2.33407)
C (1.23551, 1.72750, -0.38654)
O (0.15453, 1.34173, 0.22830)
C (2.08714, 2.68032, 0.20083)
F (1.79551, 3.15675, 1.41767)
C (3.23141, 3.13953, -0.41882)
F (4.02569, 4.02243, 0.21619)
N (5.31874, 1.44241, 1.65976)
N (4.30823, 0.59067, 1.22824)
N (4.44811, -0.20405, 0.19720)
C (3.26536, -0.81436, 0.19842)
N (2.46620, -0.38235, 1.18121)
N (3.16455, 0.51575, 1.84236)
H (5.84085, 1.70189, 0.82978)
H (4.85570, 2.26378, 2.03640)
H (2.98096, -1.55062, -0.53266)
C (1.03524, -2.59371, 2.28752)
O (1.17216, -2.71713, 0.86422)
P (-0.08996, -2.33351, -0.03634)
O (0.46537, -2.72842, -1.48108)
C (0.92080, -4.05421, -1.77194)
O (-1.00875, -3.55269, 0.41732)
C (-2.22898, -4.05383, -0.16104)
H (0.42369, -3.41210, 2.66749)
H (0.59376, -1.63172, 2.54804)
H (2.03591, -2.64744, 2.70660)
H (0.48063, -4.35398, -2.72066)
H (0.63057, -4.75781, -0.99294)
H (2.00653, -4.04315, -1.85949)
H (-3.08501, -3.64951, 0.36850)
H (-2.18260, -5.13696, -0.05129)
H (-2.30985, -3.77753, -1.20754)

---

[3]
# C17H15HgO4P

C17H15HgO4P as an isolated structure at a distorted geometry (ωB97M-V/def2-TZVPD, the Open Molecules 2025 dataset).

- LUMO level (Ha) = -0.32619
- total charge = +2
- Kohn-Sham gap (eV) = 6.919
- HOMO energy (eV) = -15.8
- multiplicity = 1

Positions of all 38 atoms, in Å:
Hg (-0.68336, 0.42133, 0.38718)
C (0.17675, 2.70183, -1.44924)
O (0.21038, 3.71462, -0.92660)
C (-0.16416, -0.16970, -2.12868)
O (0.13923, -0.90254, -2.94512)
C (-3.36352, 0.02957, -0.39963)
O (-4.49925, 0.03537, -0.28123)
C (2.30860, 0.32454, -0.38855)
O (3.35474, -0.06082, -0.15950)
H (0.04638, -4.51795, 0.68954)
H (0.30588, -3.95827, 0.25922)
C (-1.68696, 0.57965, 3.64538)
P (-0.13433, 0.56622, 2.73102)
C (0.50694, 2.24904, 2.99341)
C (-0.26571, 3.28935, 2.43809)
C (0.19362, 4.59492, 2.46896)
C (1.36079, 4.89563, 3.17451)
C (2.06650, 3.88023, 3.82898)
C (1.62618, 2.55427, 3.78109)
C (0.69648, -0.86635, 3.43973)
C (2.08696, -0.86325, 3.64290)
C (2.72082, -2.02974, 4.06834)
C (1.98523, -3.19809, 4.28858)
C (0.59718, -3.20447, 4.10419)
C (-0.04152, -2.04890, 3.67144)
H (-2.32163, 1.38877, 3.26766)
H (-1.47626, 0.73005, 4.71892)
H (-2.17479, -0.38785, 3.49512)
H (-1.22105, 3.06679, 1.95017)
H (-0.36747, 5.36684, 1.94012)
H (1.70320, 5.92478, 3.23172)
H (2.97701, 4.11023, 4.37489)
H (2.13637, 1.76632, 4.33698)
H (2.67308, 0.01711, 3.37985)
H (3.80153, -2.03389, 4.18870)
H (2.49049, -4.11180, 4.58523)
H (0.01982, -4.11355, 4.27187)
H (-1.11904, -2.08757, 3.50145)

---

[4]
# C17H15IN5OPb

C17H15IN5OPb as an isolated structure at a distorted geometry (ωB97M-V/def2-TZVPD, the Open Molecules 2025 dataset).

- LUMO level (spin up / spin down) (Ha) = -0.46023 / -0.46020
- total charge = +3
- Kohn-Sham gap (spin up / spin down) (eV) = 3.832 / 3.832
- HOMO energy (spin up / spin down) (eV) = -16.4 / -16.4
- multiplicity = 1

Positions of all 40 atoms, in Å:
Pb (-0.06507, 0.22886, -2.57632)
C (-2.35115, 2.42295, 1.83056)
C (-1.96860, 1.62945, 0.61852)
N (-0.94078, 0.91406, 0.66386)
N (0.00425, 0.29166, 1.08868)
C (1.25999, 0.27789, 0.50428)
O (1.33796, 0.42594, -0.74209)
C (2.35503, 0.00641, 1.37231)
C (2.12729, -0.23133, 2.74942)
C (3.18896, -0.45799, 3.58967)
C (4.49192, -0.45227, 3.08000)
C (4.73016, -0.20403, 1.72503)
C (3.67781, 0.01910, 0.87052)
C (-2.77935, 1.69325, -0.61139)
C (-4.05823, 2.24539, -0.55829)
C (-4.81302, 2.37225, -1.71676)
C (-4.23201, 1.99152, -2.91648)
C (-2.96231, 1.43664, -2.89504)
N (-2.24570, 1.25882, -1.77956)
H (-1.59869, 2.36632, 2.61340)
H (-2.51689, 3.47057, 1.58140)
H (-3.27639, 2.01004, 2.23475)
H (1.10879, -0.26783, 3.10963)
H (3.02714, -0.66601, 4.63629)
H (5.32226, -0.66272, 3.73939)
H (5.74549, -0.17472, 1.35832)
H (3.84366, 0.22758, -0.17572)
H (-4.46941, 2.56967, 0.38398)
H (-5.81856, 2.76310, -1.67872)
H (-4.75210, 2.12849, -3.85095)
H (-2.50040, 1.12515, -3.82325)
I (3.49962, -5.05157, -1.85434)
C (1.78185, -3.85202, -1.73702)
C (0.65587, -4.05313, -0.94670)
N (-0.16801, -3.02503, -1.16866)
N (0.34957, -2.15838, -2.05928)
C (1.53478, -2.65206, -2.41743)
H (0.43393, -4.84984, -0.26049)
H (-1.11773, -2.94508, -0.83497)
H (2.15808, -2.17111, -3.14656)

---

[5]
# C17H15N2O4PPtS

C17H15N2O4PPtS as an isolated structure at a distorted geometry (ωB97M-V/def2-TZVPD, the Open Molecules 2025 dataset).

- LUMO level (Ha) = -0.01583
- energy relative to the best compared isomer or geometry (same formula, charge and spin) (eV) = 0.340
- total charge = 0
- Kohn-Sham gap (eV) = 8.277
- HOMO energy (eV) = -8.7
- multiplicity = 1

Positions of all 41 atoms, in Å:
Pt (-2.06985, -0.68147, 0.37956)
N (0.21744, 1.22823, 0.84792)
P (0.17410, -0.38415, 0.25455)
C (0.65107, -0.22294, -1.49656)
C (-0.29165, -0.46259, -2.49232)
C (0.03400, -0.24533, -3.82630)
C (1.29508, 0.21505, -4.16822)
C (2.24324, 0.45590, -3.17850)
C (1.92380, 0.23536, -1.85020)
C (1.64385, -1.07147, 1.03196)
C (2.27321, -2.15161, 0.41265)
C (3.35606, -2.76382, 1.02236)
C (3.80275, -2.31491, 2.25787)
C (3.15422, -1.26718, 2.89474)
C (2.06120, -0.65827, 2.29396)
C (-0.92225, 1.99372, 0.85700)
C (-0.94092, 3.32242, 1.28971)
C (-2.14284, 3.98570, 1.32536)
C (-3.30707, 3.32783, 0.93756)
C (-3.20685, 2.02872, 0.50641)
N (-2.03290, 1.37345, 0.45791)
H (1.08889, 1.67719, 1.08442)
H (-1.27176, -0.83523, -2.22446)
H (-0.70269, -0.43568, -4.59574)
H (1.54571, 0.38568, -5.20758)
H (3.22933, 0.81551, -3.44375)
H (2.67049, 0.41362, -1.08343)
H (1.92287, -2.50021, -0.55110)
H (3.84719, -3.59606, 0.53571)
H (4.65037, -2.79284, 2.73206)
H (3.48903, -0.93045, 3.86693)
H (1.53479, 0.13291, 2.81337)
H (-0.01946, 3.80236, 1.59190)
H (-2.17937, 5.01603, 1.65598)
H (-4.26999, 3.81490, 0.97125)
H (-4.06489, 1.45426, 0.18147)
O (-4.17563, -3.14679, 1.68250)
S (-3.96927, -2.55186, 0.39696)
O (-4.73173, -3.06542, -0.69846)
O (-4.07639, -0.99194, 0.47379)
O (-2.43315, -2.60863, 0.06073)

---

- What is the formula in the fifth record?
  C17H15N2O4PPtS